Density functional theory data (ωB97M-V/def2-TZVPD) for a cluster of 12 separate species, C66H159N3O30 in total in a non-equilibrium geometry.

```
258
C66H159N3O30 | OMol25 | ωB97M-V/def2-TZVPD
C 2.841 0.579 9.802
O 3.567 1.267 10.785
C 2.799 2.022 11.789
C 3.579 3.187 12.487
C 4.885 2.800 13.194
N 2.848 3.910 13.478
H 2.126 -0.031 10.354
H 3.662 0.122 9.249
H 2.391 1.218 9.042
H 2.024 2.517 11.205
H 2.227 1.416 12.492
H 3.958 3.883 11.740
H 5.563 2.145 12.646
H 4.809 2.258 14.137
H 5.428 3.735 13.335
H 3.530 4.160 14.179
H 2.434 3.248 14.118
C -4.484 -4.579 -6.200
O -4.053 -5.887 -6.674
C -3.900 -6.144 -8.045
C -2.588 -5.434 -8.622
C -2.101 -5.805 -10.013
N -1.466 -5.661 -7.763
H -3.635 -3.896 -6.157
H -4.776 -4.604 -5.150
H -5.160 -4.060 -6.879
H -3.806 -7.230 -8.086
H -4.809 -5.905 -8.596
H -2.728 -4.356 -8.544
H -1.164 -5.304 -10.256
H -2.855 -5.429 -10.703
H -2.005 -6.890 -10.055
H -0.785 -4.915 -7.798
H -1.835 -5.453 -6.846
C -0.201 -3.380 -0.639
O -1.375 -2.705 -0.174
C -1.207 -1.538 0.645
C -0.407 -0.420 -0.145
C -0.046 0.793 0.689
N -1.166 0.095 -1.273
H 0.432 -3.774 0.157
H 0.625 -2.904 -1.167
H -0.609 -4.178 -1.260
H -2.190 -1.114 0.851
H -0.798 -1.866 1.601
H 0.503 -0.847 -0.566
H 0.271 1.563 -0.013
H 0.791 0.592 1.357
H -0.921 1.206 1.192
H -1.340 -0.558 -2.023
H -2.058 0.419 -0.929
C 1.257 2.914 -10.958
O 2.221 3.627 -11.808
C 3.323 2.785 -12.101
C 4.328 2.471 -10.985
O 3.751 1.573 -10.011
C 3.772 2.087 -8.700
C 2.750 1.211 -7.987
O 2.896 -0.239 -8.011
C 4.225 -0.683 -7.667
H 0.310 3.441 -11.080
H 1.561 3.019 -9.917
H 1.145 1.855 -11.190
H 3.962 3.240 -12.858
H 2.942 1.883 -12.579
H 4.848 3.347 -10.599
H 5.231 1.985 -11.353
H 3.327 3.080 -8.631
H 4.809 2.028 -8.369
H 1.721 1.404 -8.290
H 2.768 1.589 -6.964
H 4.301 -1.749 -7.879
H 4.465 -0.503 -6.619
H 4.987 -0.264 -8.326
C -7.072 3.930 -8.128
O -6.858 5.301 -8.624
C -7.777 5.803 -9.536
C -7.496 7.323 -9.791
O -8.520 7.760 -10.675
C -8.980 9.129 -10.713
C -10.124 9.314 -9.776
O -10.626 10.665 -9.633
C -11.479 10.825 -8.524
H -6.847 3.356 -9.027
H -8.077 3.652 -7.807
H -6.394 3.840 -7.279
H -8.811 5.655 -9.225
H -7.690 5.293 -10.495
H -6.530 7.487 -10.267
H -7.440 7.795 -8.810
H -9.161 9.545 -11.704
H -8.235 9.762 -10.230
H -9.909 8.875 -8.802
H -10.993 8.748 -10.112
H -10.993 10.508 -7.601
H -12.358 10.181 -8.553
H -11.864 11.824 -8.317
C 4.444 -6.092 8.565
O 3.913 -6.139 7.200
C 4.923 -6.541 6.284
C 4.302 -6.362 4.830
O 4.300 -4.991 4.488
C 5.473 -4.452 3.974
C 6.180 -5.106 2.808
O 5.282 -5.407 1.796
C 5.735 -5.995 0.648
H 5.074 -6.928 8.871
H 3.562 -6.037 9.203
H 5.003 -5.196 8.837
H 5.216 -7.570 6.493
H 5.797 -5.897 6.379
H 3.285 -6.744 4.739
H 4.819 -6.960 4.079
H 6.104 -4.441 4.862
H 5.082 -3.467 3.719
H 6.666 -5.946 3.304
H 6.879 -4.397 2.365
H 6.437 -5.329 0.145
H 4.935 -6.147 -0.076
H 6.281 -6.927 0.793
C 0.105 8.091 7.936
O 0.395 8.471 6.579
C 1.157 7.468 5.972
C 1.840 8.111 4.785
O 2.841 9.071 5.153
C 2.536 10.223 5.871
C 3.487 11.404 5.709
O 3.650 11.539 4.257
C 3.195 12.807 3.829
H 1.029 8.100 8.514
H -0.430 7.144 7.862
H -0.580 8.829 8.355
H 0.556 6.598 5.706
H 1.873 6.908 6.574
H 1.183 8.687 4.133
H 2.361 7.384 4.162
H 2.474 10.060 6.947
H 1.566 10.582 5.528
H 4.411 11.078 6.187
H 3.072 12.259 6.244
H 3.647 13.203 2.920
H 3.578 13.590 4.485
H 2.111 12.895 3.889
C 1.486 -13.334 1.571
O 0.860 -14.581 2.029
C 1.829 -15.464 2.784
C 1.167 -16.780 3.197
O 2.068 -17.755 3.718
C 1.727 -19.084 3.574
C 2.898 -19.957 4.079
O 2.643 -21.327 4.012
C 3.735 -22.131 4.496
H 2.111 -13.365 0.679
H 1.959 -12.788 2.388
H 0.648 -12.706 1.265
H 2.158 -14.959 3.692
H 2.697 -15.676 2.159
H 0.671 -17.011 2.254
H 0.359 -16.656 3.917
H 1.495 -19.381 2.551
H 0.847 -19.313 4.175
H 3.052 -19.714 5.130
H 3.707 -19.739 3.382
H 3.912 -21.948 5.556
H 4.648 -21.791 4.007
H 3.568 -23.206 4.426
C -9.634 7.338 -0.613
O -8.870 6.592 -1.608
C -7.529 6.122 -1.295
C -7.531 4.943 -0.293
O -7.628 5.265 1.070
C -6.482 5.869 1.679
C -6.572 5.669 3.246
O -6.031 4.383 3.632
C -6.524 3.217 2.949
H -9.022 8.134 -0.190
H -10.049 6.701 0.168
H -10.439 7.803 -1.182
H -6.954 6.898 -0.791
H -7.004 5.783 -2.188
H -6.693 4.277 -0.497
H -8.400 4.317 -0.489
H -6.374 6.941 1.515
H -5.596 5.395 1.256
H -7.544 5.835 3.711
H -5.822 6.321 3.693
H -7.603 3.327 2.836
H -6.236 2.226 3.300
H -6.298 3.291 1.885
C 2.491 10.092 -10.047
O 1.989 10.098 -8.705
C 0.602 9.689 -8.597
C -0.037 9.557 -7.143
O 0.204 8.306 -6.496
C -0.647 8.013 -5.365
C -0.161 8.816 -4.139
O -0.746 10.163 -4.188
C -1.031 10.685 -2.938
H 1.770 10.616 -10.675
H 2.587 9.067 -10.404
H 3.477 10.523 -10.222
H 0.417 8.813 -9.219
H 0.036 10.522 -9.012
H -1.098 9.798 -7.098
H 0.444 10.176 -6.386
H -0.615 6.926 -5.293
H -1.655 8.321 -5.643
H 0.910 8.825 -3.936
H -0.680 8.329 -3.313
H -1.711 10.025 -2.400
H -1.412 11.701 -3.033
H -0.095 10.788 -2.388
C -8.173 -10.950 6.106
O -7.787 -10.333 4.881
C -6.510 -9.770 5.023
C -5.948 -9.129 3.780
O -6.960 -8.904 2.894
C -6.605 -8.217 1.703
C -7.851 -7.943 0.853
O -9.027 -8.630 1.208
C -10.257 -8.201 0.587
H -7.486 -11.764 6.339
H -9.208 -11.293 6.097
H -8.086 -10.276 6.959
H -5.840 -10.569 5.342
H -6.485 -9.019 5.812
H -5.333 -9.899 3.314
H -5.379 -8.221 3.981
H -5.858 -8.623 1.020
H -6.144 -7.264 1.961
H -7.659 -8.279 -0.166
H -8.091 -6.880 0.880
H -11.092 -8.883 0.745
H -10.233 -7.994 -0.483
H -10.543 -7.290 1.112
C 8.797 2.096 2.687
O 9.194 1.518 3.934
C 8.964 2.301 5.069
C 9.589 1.780 6.333
O 10.992 1.851 6.404
C 11.682 1.263 5.333
C 13.113 1.344 5.859
O 13.806 0.464 4.977
C 15.127 0.262 5.205
H 7.790 2.487 2.826
H 8.658 1.296 1.960
H 9.462 2.915 2.411
H 7.891 2.285 5.261
H 9.454 3.262 4.907
H 9.279 0.741 6.443
H 9.194 2.266 7.226
H 11.509 1.725 4.361
H 11.355 0.245 5.121
H 13.134 0.959 6.878
H 13.471 2.370 5.768
H 15.342 -0.279 4.283
H 15.400 -0.223 6.142
H 15.673 1.202 5.132
```

Calculated values
total charge: 0
E_LUMO: 0.32 eV
SMILES: COC[C@H](C)N.COC[C@H](C)N.COC[C@H](C)N.COCCOCCOC.COCCOCCOC.COCCOCCOC.COCCOCCOC.COCCOCCOC.COCCOCCOC.COCCOCCOC.COCCOCCOC.COCCOCCOC
total energy: -136887.944 eV